Density functional theory data (ωB97M-V with the def2-TZVPD basis set) for a structure of composition C44H57GeN9O3Ti at a distorted geometry.

ORCA input file:
```
! wB97M-V def2-TZVPD RIJCOSX def2/J DEFGRID3
* xyz 0 1
N -1.5798 -0.1266 2.5748
H -2.7971 -5.9073 -0.6364
H 1.6642 5.8269 7.4713
C -1.0392 -0.5350 -4.4192
C 0.3591 -3.5966 -0.6295
C 0.7660 -0.3990 -0.2585
H -4.3279 2.7431 4.9172
C 0.0377 2.6672 -1.7688
C -3.3204 3.1096 5.1779
N 4.0845 -3.0056 -0.5776
H -3.6206 3.1433 7.3305
C 1.4569 1.0696 -3.1031
N 1.6914 -3.0400 -0.4777
H 0.3266 -4.6882 -0.4895
H -4.9426 -4.8943 -1.6979
C 2.1536 3.1224 4.2357
H 2.7165 4.4956 1.1929
C -1.1808 3.9462 4.3399
H 0.2577 4.9916 9.4002
C -4.5294 -4.0425 -1.1359
N 3.0653 -4.9261 -1.0330
C 4.5471 -5.2254 -1.1108
H -2.8218 3.1806 3.0920
H 2.6455 1.5721 -4.7720
H -5.0983 -0.3432 -1.2489
H 0.0315 6.8283 3.6202
H -2.0573 4.2459 8.8892
N 0.2816 -0.4951 -4.2622
H -1.0744 -0.2719 3.4289
C -2.9581 3.3801 6.4758
H 5.8379 -3.5330 -1.6279
H 3.4604 -1.0637 -0.0368
H 5.7993 -3.9233 0.1111
H -1.0526 6.6216 2.2352
C 4.4910 3.1293 3.7799
Ti -0.7326 -0.1094 -1.4654
H 3.5353 0.9678 -3.3930
H -0.6117 4.1548 -0.4069
H -4.7624 -1.6471 -6.9252
N -1.4367 -2.2079 -1.6763
H -0.1510 -3.1796 0.2361
H 1.4941 -6.0985 -1.8939
C -4.9865 -2.7061 -1.6495
H 1.0015 4.4341 -1.0332
H 5.0493 4.1251 1.9210
H 5.4663 2.9227 4.1129
C 0.4428 -0.4131 1.2586
C 2.9154 4.0227 2.1606
C -3.6885 -1.5180 -6.9657
C -2.4251 3.3414 4.1291
H 1.0539 0.3175 1.8027
H 0.3474 -2.5619 -2.5633
H 1.4794 -5.8958 -0.0629
H -5.7854 -2.2875 -1.0056
O -1.8574 -0.2153 -3.4519
C -0.3593 -3.1195 -1.9584
H -2.5094 0.2452 2.7111
C -0.0687 6.3606 2.6514
C 5.1968 -3.9226 -0.8067
C 4.2202 3.7453 2.5538
H 4.8190 -6.0139 -0.3597
C -1.5862 -1.9937 -8.0017
N 0.5415 0.0835 -3.0750
H 3.5614 2.1174 5.4543
C -1.0223 -0.1388 1.3548
H 0.1336 -1.4853 -6.7326
H 1.7962 0.0168 -0.4517
H 1.5883 -2.0129 -0.3738
C 0.7371 5.2822 7.3051
C 0.3737 5.0356 6.0143
H -5.2913 -2.7273 -2.6904
N -3.0804 -3.9451 -1.2215
C -2.9515 -2.0688 -8.0332
C -0.7866 4.2905 5.6790
C -1.3199 4.3736 8.0927
H 4.7638 -5.6511 -2.1128
H 2.5409 -0.1515 -4.4101
C 1.8697 3.7829 3.0517
H -1.2827 -4.9463 -0.8059
H 0.7074 6.7297 1.9457
C 2.6325 0.8376 -3.9815
C -4.0418 -0.4892 -1.5775
C -0.9205 -1.4352 -6.8232
H 1.8365 3.1700 -2.6975
H 5.0007 -1.5625 0.7034
C 3.4445 2.7463 4.5920
C 4.4047 -1.6420 -0.2219
H -0.9531 -2.3006 -8.8355
H -0.3701 4.7919 -2.0971
H 4.9499 -1.1497 -1.0354
C 1.1806 2.3124 -2.5099
C -1.6348 -0.9522 -5.7216
H 0.5682 -1.4268 1.7561
O -1.7531 0.0420 0.3325
H 2.6609 -6.9135 -0.8127
H -3.9958 -0.0102 -2.5512
O -0.9780 1.8665 -1.5447
C 2.1251 -6.0046 -0.9715
C -1.7162 4.0134 6.7596
H 1.3865 3.0100 4.9957
H -4.8087 -4.1705 -0.0714
C 2.8541 -3.6239 -0.7373
C -0.0112 4.1198 -1.3129
H 1.1128 5.3750 5.2257
C -2.2881 -5.1461 -1.2207
H -2.2118 -5.5273 -2.2595
C -0.0599 4.8543 8.3883
C -2.6834 -2.6615 -1.5047
H -0.6420 -3.9824 -2.5781
N -3.8001 -1.9035 -1.5493
C -3.0509 -1.0007 -5.8496
H -3.6613 -0.4671 -5.0922
Ge -0.0136 4.3421 2.7341
H -3.4618 -2.5106 -8.8806
H -3.3130 0.0094 -0.9455
*
```

Output
- HOMO-LUMO gap (eV) = 3.564
- DFT total energy (eV) = -145733.033
- max |F| (eV/A) = 3.36
- ΔE to the lowest compared entry with this formula, charge and spin (kJ/mol) = 0.0
- E_HOMO (eV) = -4.019


Density functional theory data (ωB97M-V with the def2-TZVPD basis set) for a structure of composition C44H57HfN5OPSSb2 at a distorted geometry.

ORCA input file:
```
! wB97M-V def2-TZVPD RIJCOSX def2/J DEFGRID3
* xyz 3 1
H 2.6664 0.0051 -1.5211
C -2.0242 4.1862 0.3459
H -5.1720 -2.7806 -5.5907
H -0.5372 -3.7018 -3.1391
H 1.1616 3.4174 -2.2663
H 6.3410 2.2892 0.0610
C 5.7863 -2.0097 1.1308
Hf 0.4493 0.2253 0.5930
C -1.5920 -4.4197 4.2259
H -2.9659 1.3337 -4.0412
H 1.7211 -1.5586 5.4717
C -0.7829 -3.8899 0.2489
H -0.0741 -3.7677 -0.5680
C -1.3090 -0.6543 4.6306
H -2.1655 -0.3381 4.0388
H 2.5054 6.6926 -0.2247
C -1.7334 -3.0575 3.9606
C -2.4623 -4.5745 -2.7041
H -1.1083 -4.8129 -4.3616
H -1.9855 -5.1432 3.5187
H 0.3161 5.6406 -0.6072
H 3.8578 1.8743 -0.0583
N 0.6738 -0.5626 -1.5823
C 1.1027 5.0789 -0.1151
H -1.6310 -4.4882 -0.0839
H 4.8483 -2.4636 1.4336
C 1.0044 1.7219 4.6793
C 3.1119 3.6845 1.2060
H -3.1126 -1.3929 -1.1815
H 3.1469 -0.5956 -3.8561
H 6.0773 1.5510 -1.5215
C -2.0619 1.7759 -3.6402
C -0.7937 2.6453 -1.7829
H -1.2862 -1.1422 -1.8993
H -2.7527 -3.8170 -1.9668
H -2.0292 3.6747 2.4411
C 1.1244 -1.2375 -4.2382
H 4.2912 5.4612 0.9668
H 1.8162 -2.3862 3.9087
C 2.3352 5.6756 0.1040
C -2.4398 4.3210 1.6722
P -0.7465 3.0076 -0.0237
H 2.8988 -1.0149 4.2512
C -2.5572 5.0055 -0.6496
H -2.0614 -5.4475 -2.1830
H -1.3134 -0.0773 5.5562
C -1.0064 -4.8672 5.3996
H -3.9221 6.5995 -1.0812
H -4.6551 6.8437 1.2649
C -4.3585 -2.5185 -4.9125
C 4.3984 -0.0330 0.5005
C -3.0620 -3.1570 -5.3837
Sb 0.4920 -0.0483 3.6252
N 5.5403 -0.6838 0.5766
C 5.9696 1.4051 -0.4508
C -3.9141 6.0973 1.0071
H -1.0872 1.8385 -5.5487
N -0.8088 1.6439 0.8311
H -0.1500 -4.2824 7.2804
H 7.1514 -0.4263 -0.7635
C 3.3413 4.9797 0.7664
H -0.2910 -4.3964 1.0803
C 1.9009 -1.4225 4.4082
H 1.2830 -1.4711 -5.2849
H -4.6297 -2.8626 -3.9114
C -1.9637 2.0625 -2.2911
N 4.5581 1.1503 -0.1018
H -0.9208 -5.9296 5.5918
H -3.7164 5.3855 3.0250
H -4.2677 -1.4320 -4.9033
C -0.1370 -1.4040 -3.6755
C 1.8904 -0.4097 -2.1423
C -1.3151 -1.7185 -4.5725
C -3.5025 5.9628 -0.3126
H -3.2326 -1.8522 2.9507
H -0.3795 -1.8731 6.8357
H -2.8016 1.8605 -1.6313
H -3.1655 -4.2374 -5.4726
O -1.6233 -0.8367 -5.3624
H -2.7845 -2.7710 -6.3619
H 0.9769 2.8861 -4.6637
N -1.9359 -2.9020 -4.4589
H -3.3658 -4.8936 -3.2250
H -3.9381 -2.4552 -0.0312
H 1.2640 1.4338 5.6977
H 1.8541 2.2223 4.2179
S 2.9133 -0.6538 1.1232
H 0.1519 2.3991 4.6968
H 1.7440 2.1026 1.4347
C 0.2635 2.9398 -2.6400
C -3.2705 -1.5997 -0.1262
C -1.0000 2.0672 -4.4947
H 6.2629 -2.6352 0.3770
H -2.2467 4.8963 -1.6830
C -3.3861 5.2770 1.9992
C -1.2611 -2.1276 4.8965
C 0.8625 3.7718 0.3074
C -0.3125 -1.0555 -2.3557
H 3.8698 3.1611 1.7799
H 6.4464 -1.9296 1.9943
H -3.7340 -0.7302 0.3371
C 0.1589 2.6428 -3.9952
C -0.5743 -3.9465 6.3421
C -1.4280 -4.0265 -3.6740
H 7.3843 0.3033 0.8277
C -2.5044 -2.6374 2.7444
C 1.8805 3.0808 0.9669
Sb -1.4851 -2.0167 0.9612
H -3.0648 -3.4897 2.3541
C 6.6575 0.1184 0.0387
C 2.1528 -0.7420 -3.4542
C -0.7038 -2.5907 6.0869
*
```

Output
- HOMO-LUMO gap (eV) = 6.803
- DFT total energy (eV) = -90536.674
- max |F| (eV/A) = 1.04
- E_HOMO (eV) = -15.115


Density functional theory data (ωB97M-V with the def2-TZVPD basis set) for a structure of composition C44H58B2F2N10O3S2Y.

ORCA input file:
```
! wB97M-V def2-TZVPD RIJCOSX def2/J DEFGRID3
* xyz -1 1
H -3.4872 -5.4664 -1.5130
H -0.9677 -1.9524 4.4290
H -4.0954 -1.1015 -4.0260
C 2.3476 1.8073 -3.4670
C 3.1835 -1.1043 -0.6061
B 0.1137 -2.3029 -1.6352
H -1.6605 4.3845 -2.4865
N -2.5245 -3.5296 1.5912
N 2.0999 -1.3807 0.1652
C -2.7330 -5.6228 0.4929
H -2.8455 -2.0888 -4.8024
C 3.6211 -6.5197 0.3665
C 2.9167 -5.8262 -0.6088
N -2.3627 1.8982 -1.0199
H -4.4665 1.2455 -3.3968
H 0.4800 1.9226 -2.3849
C 3.2939 -4.6966 1.8991
C 2.9166 -0.1006 -1.6005
H -3.4593 -1.1469 3.6546
C -1.2332 0.6683 5.5834
H -2.5481 -6.3651 3.1521
N -1.6376 0.9883 -1.7550
C -2.8865 -2.9433 0.4345
O 1.1233 0.3883 1.9523
H -3.3827 2.4510 4.4259
C 5.1681 -0.4025 -2.4907
C -2.7942 3.0058 2.3927
C -2.3570 0.6071 -5.2792
H -3.3778 0.9873 -5.3227
S 1.9096 -2.4080 1.3213
H -0.4785 -1.0881 -5.1319
C -2.4292 -4.8554 1.6147
N -1.4687 1.2470 2.0443
C -3.1324 -0.6221 4.5523
C -1.9908 1.1413 3.2721
C -3.1841 -4.9308 -0.6157
H -1.9556 1.3586 6.0242
Y -0.2016 -0.3713 -0.0147
H 4.4478 2.0911 1.5366
C 1.4444 1.4363 -2.4517
H 4.6898 -2.4007 0.2039
C 2.3950 -4.5713 -0.3335
H -2.0280 -4.7504 3.6998
H 5.9231 -0.1404 -3.2223
H 0.0952 -0.0237 -3.8468
N 1.6962 0.5026 -1.5598
H -2.9248 -1.9773 -3.0304
C -2.8300 2.2366 3.5266
H 5.2001 3.3895 -0.3690
H -0.5390 -1.6296 -3.4789
C 3.1881 3.4398 0.4376
H 1.6326 -0.2226 2.5066
C 3.3861 2.1942 1.2916
H 2.7695 -6.2559 -1.5911
H -0.5575 5.7667 -2.5810
C -3.5746 2.0817 -1.5851
H -2.1915 -0.0184 -6.1600
H -3.8923 0.1085 4.8345
H 2.8177 2.2535 2.2197
N -1.9903 2.3861 1.5008
C 2.5839 -4.0158 0.9233
S -2.8181 -1.1981 0.3610
H -2.4363 3.8580 -0.0233
C 4.1716 3.3980 -0.7402
O 2.5526 -2.0434 2.5749
C -3.0533 -1.4196 -3.9613
H -3.0365 -1.3512 5.3636
C -3.4867 4.3127 2.1838
H -1.6773 1.4619 -5.3356
C 5.4203 -1.3122 -1.5042
C -1.9604 -5.4809 2.8965
C -2.0906 -0.2218 -4.0069
N -3.2710 -3.6074 -0.6647
F 1.2141 -2.4096 -2.4713
H -4.2136 4.2787 1.3757
F -0.5320 -3.5006 -1.6883
C 4.4434 -1.6697 -0.5539
B -1.7766 2.8674 0.0590
H -2.7768 5.1104 1.9577
C -4.6630 2.9376 -1.0365
C 3.8091 -5.9536 1.6196
H 4.0266 -7.5008 0.1499
H -0.3095 1.2213 5.3945
C 1.3200 4.5587 -0.9697
N 0.7655 2.7926 0.2964
C -0.8034 -1.0512 3.8326
C -1.0536 5.0774 -1.8978
H 4.0210 2.4952 -1.3381
H 6.3931 -1.7858 -1.4406
C -0.6670 -0.7561 -4.1063
C -1.7654 0.0382 4.2871
H 0.4286 0.8048 2.4782
H 3.3982 5.6001 0.7028
H 2.0566 2.5713 -4.1755
H -4.0154 4.5756 3.1001
C -3.6301 1.3191 -2.7232
H 1.8929 5.3296 -1.4617
H 2.7952 4.7493 2.1308
O 0.4498 -2.5103 1.3724
H 0.2463 -0.7746 3.9673
H 4.2950 1.4618 -4.2820
H 4.5086 4.6308 1.6881
H 3.4391 -4.2350 2.8672
H -0.9876 -1.3432 2.8014
C 3.4904 4.6842 1.2909
C -0.0349 4.3474 -1.0861
H -5.4727 2.9921 -1.7634
H 1.8591 -4.0303 -1.1055
H -0.9161 -5.7899 2.8012
H -1.0173 -0.1151 6.3150
H -4.3244 3.9501 -0.8207
H -5.0631 2.5089 -0.1149
H 3.0608 1.2923 0.7750
C 3.5671 1.1985 -3.5221
H -1.7350 5.6508 -1.2646
C 1.7755 3.5648 -0.0791
C 3.9004 0.2295 -2.5525
N -0.3449 3.2899 -0.3023
H -2.6464 -6.7014 0.4928
H 4.3612 -6.4886 2.3821
H 4.0534 4.2639 -1.3957
C -2.3914 0.6717 -2.8126
*
```

Output
- HOMO-LUMO gap (eV) = 6.816
- DFT total energy (eV) = -97126.560
- max |F| (eV/A) = 0.60
- E_HOMO (eV) = -4.401


Density functional theory data (ωB97M-V with the def2-TZVPD basis set) for a structure of composition C44H58BaN7O5SSi3.

ORCA input file:
```
! wB97M-V def2-TZVPD RIJCOSX def2/J DEFGRID3
* xyz -1 1
N 2.4139 -0.2845 1.8383
H -2.1478 -1.2939 4.4304
C 1.0946 -1.1550 4.6961
H -6.3049 2.1368 2.1412
C 2.8073 3.9609 3.0286
C 7.0229 -0.8184 2.3009
C -5.3058 0.8075 -2.2641
C 3.6315 -0.4930 -1.8247
H -5.2094 -1.9516 -1.0457
C 5.3542 -2.5221 1.8584
C -0.1089 -3.6053 -3.0245
H 1.6377 -4.9993 0.8128
H -3.9866 -1.9472 0.2196
H 2.5816 3.1411 -4.3276
H -2.5514 -4.0505 0.5078
C -5.8098 1.9793 1.1776
H -1.8236 3.6043 -3.2375
H -4.9816 1.5985 -2.9432
C -0.9448 -2.9597 4.3258
C -4.7133 -1.3206 -0.3009
H 2.0773 5.8700 3.6567
H 1.0662 3.8680 -0.4588
H -3.0222 2.3237 -3.3686
H -3.3539 -1.4175 -3.0995
C 0.6084 -1.2138 -2.9276
C -3.0622 1.3330 -0.1303
H -5.7648 0.0192 -2.8695
H -4.1646 3.0566 3.3680
H 1.8828 -2.1116 -6.5086
H 2.8973 0.2030 -4.8094
O 0.7645 -0.1645 -3.5665
H -2.5178 2.4978 3.2101
H -0.3074 5.2659 3.0949
C -2.7440 -0.7996 -2.4315
H -3.2178 4.7918 0.3265
H 2.4445 3.3889 -2.5740
Si -3.8740 0.1094 -1.2286
C 2.9876 0.8567 -2.0079
C 2.4679 2.6993 2.5065
C 0.5081 -2.5394 -3.6742
H -2.1154 -0.1580 -3.0537
H 7.4597 -2.9014 2.0356
C 3.6630 0.8411 -4.3621
H 3.8470 4.1503 3.2537
N 1.2063 2.4009 2.1850
C -3.3669 2.8779 2.6394
C 2.9219 -1.5394 1.7103
N -1.1969 -1.6356 4.4862
C 0.1669 -5.0317 -4.9212
Ba 0.1264 0.5101 0.2212
H -2.6761 5.2324 -1.2984
H 3.4960 -1.1345 -2.6939
N 2.3894 -2.6961 1.4449
C 3.4629 0.5629 2.1121
H 2.3990 -2.8123 4.5268
H 3.9707 1.6017 -5.0792
Si -3.9789 1.5487 1.4372
H 1.2572 2.3713 -3.4180
C -0.2920 -4.8390 -3.6274
N 3.1553 1.5104 -3.1755
C 1.3690 -2.4775 4.5388
C 0.3271 -3.4234 4.3625
H 4.7013 -0.3679 -1.6361
N 0.0664 -2.0961 1.3293
H -4.2255 4.4208 -1.0720
H -1.8076 -3.5859 4.1507
C 1.8258 4.8981 3.2491
O 1.6331 -1.7646 -5.6462
C 0.8017 -3.9966 -5.5856
N 3.5314 1.8231 2.3780
C -0.2484 -0.6711 4.6936
C -1.5222 -3.7956 0.7209
C 6.0516 0.1770 2.3412
H -0.4434 -3.4279 -2.0114
H -0.7857 -5.6405 -3.0924
C 4.4024 -1.5218 1.8993
H 6.2973 1.2149 2.5252
H 1.1751 -4.1441 -6.5949
H -3.5272 -0.8599 2.1455
C -1.1787 -2.5076 1.0692
H 4.5412 0.2474 -4.1167
H 5.0658 -3.5477 1.6662
O 0.4905 -1.3118 -1.6701
C 4.7417 -0.2075 2.1321
H -5.0335 -0.2713 2.8328
H 1.8782 -0.4213 4.8132
H -3.4889 0.2680 3.5122
C 0.9744 -2.7561 -4.9740
H -6.3457 1.1828 0.6532
H -0.6965 -5.7582 0.3620
Si -2.3830 2.7787 -0.9602
C 0.7974 -4.3234 0.8830
H -2.0747 -1.4721 -1.8863
S -0.7090 0.9161 4.9387
H -3.0958 3.8406 2.2031
H -1.9476 -1.7414 1.1316
H 8.0638 -0.5599 2.4552
H -5.9164 2.8941 0.5864
H -6.0800 1.2309 -1.6155
H -0.7381 3.0510 2.1203
H 0.0056 4.2715 -1.8221
H 0.5310 -4.4725 4.2132
C 6.6795 -2.1500 2.0631
C -2.1303 2.6377 -2.8260
O 2.3628 1.3839 -1.0808
C 0.2674 3.3248 2.4065
H -5.4661 -1.0081 0.4258
C -4.0071 0.0150 2.5823
H -0.3001 4.9771 -0.2157
C 0.5093 4.5745 2.9384
H -1.3367 1.9171 -3.0522
C 0.0337 4.0788 -0.7445
C -0.4900 -4.7307 0.6369
O -0.7682 2.9643 -0.4005
H 0.0388 -5.9865 -5.4168
C -3.1924 4.4648 -0.7139
C 2.3071 2.6746 -3.3832
C 1.0652 -2.9788 1.2214
H 3.1755 -0.9733 -0.9634
*
```

Output
- HOMO-LUMO gap (eV) = 6.718
- DFT total energy (eV) = -102411.020
- max |F| (eV/A) = 0.46
- ΔE to the lowest compared entry with this formula, charge and spin (kJ/mol) = 0.0
- E_HOMO (eV) = -4.709